Entry from the Open Molecules 2025 dataset: a molecular structure, C17H27ClIrN5SeSi in a non-equilibrium geometry (ωB97M-V/def2-TZVPD).

Geometry as ORCA input:
```
! RIJCOSX wB97M-V def2-TZVPD def2/J DEFGRID3
* xyz 0 5
Ir -0.1014 0.4038 -0.1600
Cl 3.6811 0.8426 0.7679
C 2.5950 1.7091 1.8292
C 3.0988 1.9481 3.1410
C 2.5532 2.9391 3.9221
C 1.6226 3.8111 3.3648
C 1.0766 3.6323 2.1029
C 1.5765 2.5424 1.2737
C 0.9653 2.2114 -0.0055
H 3.8995 1.2316 3.4770
H 2.8998 3.0788 4.9703
H 1.3334 4.7466 3.8592
H 0.2666 4.2503 1.7097
H 1.7932 1.9110 -0.7041
H 0.3505 2.9657 -0.4883
C -2.7516 0.9112 -1.5328
Si -2.4222 1.7461 0.0909
C -4.1180 1.8981 0.8639
C -2.0751 3.5893 -0.2321
Se -1.4718 0.2333 1.7227
H -2.3664 1.6114 -2.2374
H -3.8775 0.7551 -1.6033
H -2.3497 -0.0964 -1.7459
H -4.7990 2.6045 0.3274
H -4.0580 2.3004 1.8534
H -4.6134 0.8960 0.8455
H -2.9082 4.2308 0.1051
H -1.8216 3.7745 -1.2624
H -1.2884 3.9624 0.3975
N 0.2967 0.5189 -3.2710
C 0.3006 0.7429 -2.0949
C 1.7077 -1.8313 -1.2212
N 0.3578 -1.6321 -0.5581
C 0.3766 -2.5654 0.6033
N 0.5285 -3.9548 0.2678
C 1.8208 -4.1112 -0.4305
N 1.9138 -3.2100 -1.6057
C 0.8430 -3.5201 -2.5735
N -0.5100 -3.5243 -1.8984
C -0.7672 -2.1542 -1.4812
C -0.4618 -4.3757 -0.7079
H 2.4877 -1.5084 -0.5287
H 1.6814 -1.2205 -2.0632
H -0.6191 -2.4866 1.0823
H 1.2156 -2.2124 1.2068
H 1.9883 -5.1415 -0.7063
H 2.6148 -3.8116 0.2683
H 1.0151 -4.5025 -3.0508
H 0.7592 -2.7563 -3.3648
H -1.7207 -2.1696 -0.9043
H -0.9055 -1.4392 -2.3045
H -0.1679 -5.3518 -1.0281
H -1.4452 -4.4230 -0.2878
*
```

Calculated values
Relative energy (zero: lowest compared OMol25 entry of this formula, charge and spin) (kJ/mol): 133.7
E (Ha): -4193.0232
HOMO (alpha / beta) (eV): -5.66 / -8.29